## A
{"formula": "C14H51N21O11", "method": "ωB97M-V/def2-TZVPD", "homo_ev": -9.207, "smiles": "COC[C@H](C)N.NC(N)=O.NC(N)=O.NC(N)=O.NC(N)=O.NC(N)=O.NC(N)=O.NC(N)=O.NC(N)=O.NC(N)=O.NC(N)=O", "orbital_gap_ev": 9.27, "species": ["C", "O", "C", "C", "C", "N", "H", "H", "H", "H", "H", "H", "H", "H", "H", "H", "H", "N", "C", "N", "O", "H", "H", "H", "H", "N", "C", "N", "O", "H", "H", "H", "H", "N", "C", "N", "O", "H", "H", "H", "H", "N", "C", "N", "O", "H", "H", "H", "H", "N", "C", "N", "O", "H", "H", "H", "H", "N", "C", "N", "O", "H", "H", "H", "H", "N", "C", "N", "O", "H", "H", "H", "H", "N", "C", "N", "O", "H", "H", "H", "H", "N", "C", "N", "O", "H", "H", "H", "H", "N", "C", "N", "O", "H", "H", "H", "H"], "xyz": [[-2.392, 5.818, -3.125], [-3.318, 5.957, -4.170], [-4.415, 5.057, -3.909], [-4.110, 3.590, -3.821], [-3.404, 2.979, -5.093], [-5.400, 2.920, -3.598], [-1.556, 6.486, -3.328], [-1.975, 4.819, -3.001], [-2.955, 6.040, -2.218], [-4.938, 5.383, -3.010], [-5.107, 5.150, -4.746], [-3.399, 3.378, -3.023], [-3.262, 1.913, -4.917], [-2.350, 3.184, -5.286], [-3.939, 3.105, -6.035], [-5.478, 1.980, -3.957], [-5.355, 2.852, -2.591], [-5.715, -4.004, -2.889], [-5.772, -3.147, -1.936], [-6.895, -2.470, -1.957], [-4.936, -2.896, -1.180], [-6.595, -4.275, -3.305], [-4.882, -4.571, -2.958], [-7.532, -2.692, -2.709], [-6.999, -1.641, -1.389], [3.931, 4.441, 4.401], [4.193, 5.022, 3.256], [3.382, 6.019, 2.997], [5.088, 4.628, 2.531], [3.116, 4.850, 4.837], [4.271, 3.525, 4.657], [2.626, 6.353, 3.579], [3.656, 6.537, 2.175], [-5.832, 0.042, 3.473], [-6.712, 0.951, 3.147], [-7.011, 1.669, 4.164], [-7.262, 1.121, 2.072], [-5.401, 0.180, 4.375], [-5.496, -0.441, 2.652], [-7.682, 2.424, 4.172], [-6.421, 1.530, 4.972], [1.921, -6.465, -4.721], [1.022, -5.731, -4.123], [1.603, -4.691, -3.672], [-0.129, -6.013, -3.993], [2.739, -5.974, -5.054], [1.573, -7.242, -5.263], [2.576, -4.493, -3.857], [1.115, -4.064, -3.049], [-1.175, 0.233, 9.282], [-0.573, -0.204, 8.212], [-1.160, 0.347, 7.206], [0.183, -1.141, 8.203], [-0.844, -0.192, 10.136], [-1.646, 1.127, 9.273], [-1.953, 0.958, 7.341], [-0.629, 0.373, 6.347], [2.694, 4.582, -4.717], [2.753, 3.387, -5.306], [2.522, 3.508, -6.635], [3.051, 2.362, -4.660], [2.861, 4.590, -3.721], [2.390, 5.402, -5.221], [2.189, 4.322, -7.130], [2.530, 2.563, -6.993], [7.412, -2.450, 6.659], [6.238, -1.994, 6.721], [5.555, -2.635, 7.659], [5.749, -1.120, 5.941], [8.075, -2.214, 5.935], [7.647, -3.090, 7.404], [6.051, -3.221, 8.315], [4.546, -2.602, 7.632], [2.459, 0.721, -0.064], [1.226, 0.471, 0.243], [0.537, 0.059, -0.774], [0.732, 0.398, 1.386], [3.088, 0.849, 0.715], [2.737, 0.915, -1.016], [-0.455, -0.075, -0.640], [1.025, 0.061, -1.659], [8.087, -3.581, -4.324], [7.011, -3.057, -4.743], [7.033, -1.805, -4.333], [6.108, -3.639, -5.272], [8.699, -2.805, -4.115], [8.331, -4.528, -4.579], [7.947, -1.477, -4.055], [6.256, -1.178, -4.481], [-1.476, -4.567, 3.138], [-1.648, -5.831, 2.854], [-1.853, -5.966, 1.626], [-1.519, -6.741, 3.598], [-1.665, -3.772, 2.544], [-1.368, -4.343, 4.117], [-2.190, -5.182, 1.087], [-1.754, -6.912, 1.286]], "lowdin_charge": [-0.131, -0.175, -0.211, -0.441, -0.047, 0.040, 0.090, 0.073, 0.090, 0.121, 0.128, 0.115, 0.065, 0.066, 0.076, 0.068, 0.073, 0.170, -0.878, 0.157, 0.089, 0.112, 0.128, 0.100, 0.120, 0.160, -0.787, 0.153, 0.025, 0.098, 0.126, 0.109, 0.117, 0.166, -0.810, 0.155, 0.024, 0.108, 0.127, 0.128, 0.103, 0.153, -0.840, 0.164, 0.057, 0.107, 0.118, 0.116, 0.125, 0.145, -0.816, 0.153, 0.058, 0.120, 0.107, 0.108, 0.125, 0.141, -0.707, 0.146, -0.012, 0.114, 0.103, 0.107, 0.109, 0.162, -0.753, 0.147, -0.025, 0.134, 0.112, 0.101, 0.121, 0.170, -0.781, 0.154, -0.015, 0.127, 0.114, 0.123, 0.108, 0.162, -0.826, 0.150, 0.049, 0.106, 0.136, 0.100, 0.124, 0.159, -0.875, 0.169, 0.069, 0.109, 0.114, 0.122, 0.133]}



## B
{"formula": "C14H51N21O11", "method": "ωB97M-V/def2-TZVPD", "homo_ev": -8.346, "smiles": "COC[C@H](C)N.NC(N)=O.NC(N)=O.NC(N)=O.NC(N)=O.NC(N)=O.NC(N)=O.NC(N)=O.NC(N)=O.NC(N)=O.NC(N)=O", "orbital_gap_ev": 8.17, "species": ["C", "O", "C", "C", "C", "N", "H", "H", "H", "H", "H", "H", "H", "H", "H", "H", "H", "N", "C", "N", "O", "H", "H", "H", "H", "N", "C", "N", "O", "H", "H", "H", "H", "N", "C", "N", "O", "H", "H", "H", "H", "N", "C", "N", "O", "H", "H", "H", "H", "N", "C", "N", "O", "H", "H", "H", "H", "N", "C", "N", "O", "H", "H", "H", "H", "N", "C", "N", "O", "H", "H", "H", "H", "N", "C", "N", "O", "H", "H", "H", "H", "N", "C", "N", "O", "H", "H", "H", "H", "N", "C", "N", "O", "H", "H", "H", "H"], "xyz": [[-4.166, 6.176, -4.046], [-3.794, 5.351, -2.987], [-2.965, 5.972, -2.009], [-2.588, 4.928, -0.917], [-1.803, 3.718, -1.453], [-3.805, 4.219, -0.410], [-5.051, 6.782, -3.806], [-4.518, 5.613, -4.909], [-3.368, 6.897, -4.233], [-1.999, 6.411, -2.271], [-3.455, 6.763, -1.431], [-2.053, 5.415, -0.101], [-0.852, 3.856, -1.975], [-2.373, 3.138, -2.182], [-1.512, 2.960, -0.725], [-4.240, 4.231, -1.336], [-4.307, 4.986, 0.042], [1.623, 3.872, -0.933], [1.817, 3.722, 0.420], [1.413, 2.489, 0.859], [1.949, 4.727, 1.100], [1.664, 3.087, -1.562], [1.405, 4.778, -1.301], [1.190, 2.497, 1.839], [1.321, 1.708, 0.241], [-3.733, -3.592, 1.651], [-3.869, -3.426, 2.979], [-4.176, -2.142, 3.187], [-3.891, -4.302, 3.864], [-3.786, -4.494, 1.209], [-4.141, -2.819, 1.141], [-4.058, -1.604, 2.335], [-4.463, -1.846, 4.102], [-5.487, 0.659, -0.287], [-4.286, 0.263, 0.190], [-3.401, 1.256, 0.218], [-4.126, -0.958, 0.415], [-5.549, 1.590, -0.661], [-6.113, -0.080, -0.557], [-2.458, 0.983, 0.480], [-3.670, 2.230, 0.131], [-0.524, -4.372, 2.564], [-0.204, -4.412, 3.874], [-1.247, -4.600, 4.711], [0.926, -4.285, 4.352], [-1.503, -4.402, 2.344], [0.210, -4.163, 1.907], [-1.018, -4.563, 5.687], [-2.210, -4.677, 4.374], [1.003, -1.095, 0.325], [-0.249, -0.664, 0.144], [-1.174, -1.622, 0.339], [-0.638, 0.510, -0.048], [1.749, -0.456, 0.553], [1.193, -2.060, 0.092], [-0.874, -2.426, 0.869], [-2.174, -1.467, 0.339], [3.962, -3.162, -0.457], [4.599, -2.233, -1.185], [5.887, -2.507, -1.455], [4.160, -1.108, -1.480], [2.997, -2.968, -0.228], [4.340, -4.006, -0.070], [6.422, -1.724, -1.789], [6.292, -3.393, -1.212], [3.960, -0.233, 4.400], [3.868, -0.684, 3.077], [4.940, -1.497, 2.893], [3.053, -0.299, 2.270], [4.338, -0.848, 5.098], [3.114, 0.237, 4.695], [5.467, -1.878, 3.651], [5.204, -1.691, 1.940], [4.474, 1.287, 0.463], [4.835, 2.095, -0.567], [4.717, 1.637, -1.799], [5.154, 3.269, -0.324], [4.015, 0.458, 0.120], [4.493, 1.759, 1.346], [4.858, 2.251, -2.579], [4.592, 0.633, -1.865], [-1.566, 1.082, -3.643], [-0.231, 0.976, -3.883], [0.469, 0.886, -2.696], [0.273, 0.990, -4.989], [-1.944, 0.689, -2.797], [-2.114, 1.007, -4.486], [-0.071, 0.735, -1.853], [1.360, 0.441, -2.863], [0.228, -5.053, -1.490], [1.157, -5.016, -0.519], [1.783, -6.199, -0.353], [1.420, -3.985, 0.125], [-0.386, -4.253, -1.492], [0.320, -5.715, -2.237], [1.475, -7.006, -0.862], [2.496, -6.236, 0.355]], "lowdin_charge": [-0.110, -0.189, -0.193, -0.367, -0.085, 0.018, 0.086, 0.090, 0.091, 0.129, 0.122, 0.141, 0.062, 0.059, 0.055, 0.064, 0.081, 0.140, -0.667, 0.167, 0.016, 0.068, 0.095, 0.107, 0.049, 0.149, -0.675, 0.179, -0.014, 0.117, 0.061, 0.069, 0.121, 0.158, -0.638, 0.198, -0.063, 0.096, 0.108, 0.075, 0.061, 0.174, -0.699, 0.156, -0.013, 0.063, 0.062, 0.104, 0.047, 0.210, -0.631, 0.188, -0.056, 0.068, 0.056, 0.070, 0.059, 0.186, -0.653, 0.164, -0.020, 0.058, 0.107, 0.117, 0.101, 0.134, -0.643, 0.156, 0.027, 0.086, 0.099, 0.095, 0.092, 0.157, -0.726, 0.168, -0.016, 0.048, 0.107, 0.112, 0.045, 0.149, -0.685, 0.161, 0.031, 0.089, 0.106, 0.035, 0.102, 0.178, -0.642, 0.183, -0.051, 0.113, 0.109, 0.108, 0.117]}



On energetic grounds, B is preferred over the next structure by 7.516 eV.